# 1
{
  "formula": "C4H6NO3P",
  "method": "wB97M-V/def2-TZVPD",
  "de_lowest_ev": 4.3729,
  "lumo_ev": [-1.46, -1.46],
  "elements": ["C", "C", "C", "C", "N", "O", "O", "O", "P", "H", "H", "H", "H", "H", "H"],
  "xyz": [[0.893, 1.090, -0.350], [0.190, -0.062, -0.378], [2.204, 0.706, -0.158], [0.974, -1.130, -0.137], [-3.547, 0.221, 0.573], [2.292, -0.643, 0.040], [3.308, 1.428, -0.063], [0.788, -2.463, 0.115], [-2.900, -0.987, -0.359], [0.458, 2.098, -0.461], [-3.315, 1.097, 0.186], [-3.919, 0.296, 1.481], [4.052, 1.014, -0.589], [0.393, -2.546, 0.980], [-1.873, -0.118, -0.879]],
  "lowdin_charge": [-0.08, -0.06, -0.42, -0.39, -0.32, 0.10, 0.09, 0.04, 0.83, 0.11, 0.00, 0.02, 0.15, 0.09, -0.18]
}



# 2
{
  "formula": "C8H10N3",
  "method": "wB97M-V/def2-TZVPD",
  "de_lowest_ev": 6.6122,
  "lumo_ev": [-6.75, -5.00],
  "charge": 1,
  "elements": ["C", "C", "C", "C", "C", "C", "C", "C", "N", "N", "N", "H", "H", "H", "H", "H", "H", "H", "H", "H", "H"],
  "xyz": [[-2.368, -1.779, -0.326], [-1.054, -2.053, 0.094], [-2.848, -0.485, -0.365], [-0.745, 0.368, 0.432], [-0.424, -0.924, 0.428], [-2.072, 0.609, -0.002], [3.080, -0.339, 0.209], [-2.557, 2.015, -0.083], [2.688, 0.055, -1.118], [2.468, 0.889, -0.242], [4.607, -0.181, 0.411], [-2.981, -2.619, -0.616], [-0.655, -3.050, 0.123], [-3.861, -0.315, -0.699], [-0.090, 1.172, 0.715], [-2.360, 2.414, -1.080], [-3.631, 2.054, 0.087], [-2.059, 2.654, 0.639], [4.839, -0.566, 1.332], [4.919, 0.801, 0.368], [5.105, -0.722, -0.306]],
  "lowdin_charge": [-0.03, -0.04, -0.02, -0.02, 0.13, -0.24, -0.29, -0.03, 0.08, 0.05, 0.17, 0.13, 0.13, 0.13, 0.12, 0.10, 0.09, 0.09, 0.15, 0.16, 0.15]
}



# 3
{
  "formula": "C24H38N4P2Yb",
  "method": "wB97M-V/def2-TZVPD",
  "de_lowest_ev": 0.0806,
  "lumo_ev": [-2.46, -2.71],
  "charge": 1,
  "multiplicity": 2,
  "elements": ["C", "C", "C", "C", "C", "C", "C", "C", "C", "C", "C", "C", "C", "H", "H", "H", "H", "H", "H", "H", "N", "Yb", "C", "H", "H", "C", "H", "H", "P", "P", "C", "H", "H", "H", "C", "H", "H", "H", "C", "H", "H", "H", "C", "H", "H", "H", "H", "H", "C", "N", "C", "C", "N", "N", "C", "C", "H", "H", "H", "H", "H", "H", "H", "H", "H", "H", "H", "H", "H"],
  "xyz": [[-0.010, -1.302, -5.013], [-0.690, -0.650, -3.987], [-1.375, -1.490, -3.024], [-0.677, -2.668, -2.646], [0.202, -3.246, -3.575], [0.405, -2.630, -4.809], [-0.770, -3.084, -1.211], [-2.123, -2.735, -0.657], [-2.782, -1.583, -1.170], [-3.692, -0.889, -0.291], [-4.345, -1.630, 0.682], [-3.881, -2.919, 0.999], [-2.703, -3.403, 0.425], [0.260, -0.774, -5.930], [0.677, -4.201, -3.331], [0.925, -3.163, -5.609], [-0.517, -4.143, -1.073], [-5.171, -1.184, 1.238], [-4.414, -3.513, 1.744], [-2.241, -4.326, 0.793], [-2.482, -1.032, -2.377], [1.910, -1.498, -0.016], [-0.513, 0.777, -3.560], [-1.491, 1.195, -3.272], [-0.025, 1.414, -4.310], [-3.646, 0.626, -0.341], [-3.523, 0.967, -1.377], [-4.515, 1.104, 0.133], [0.525, 0.721, -1.960], [-2.127, 1.107, 0.562], [-2.335, 0.572, 2.254], [-1.367, 0.543, 2.773], [-3.007, 1.274, 2.765], [-2.784, -0.427, 2.284], [-1.666, 2.825, 0.469], [-2.258, 3.405, 1.193], [-0.600, 2.935, 0.718], [-1.837, 3.219, -0.542], [2.052, -0.064, -2.622], [2.294, 0.459, -3.555], [2.919, 0.051, -1.944], [1.901, -1.123, -2.876], [1.058, 2.470, -1.950], [1.742, 2.654, -1.110], [1.571, 2.707, -2.892], [0.187, 3.128, -1.837], [0.095, -2.467, -0.552], [-1.074, 0.335, -0.031], [3.300, 2.968, 1.556], [2.971, 1.997, 2.598], [3.598, 2.232, 3.896], [2.490, 0.783, 2.239], [2.549, 0.342, 0.969], [1.920, -0.039, 3.155], [1.426, 0.431, 4.441], [1.422, -1.328, 2.644], [3.684, 3.866, 2.047], [2.407, 3.237, 0.973], [4.075, 2.586, 0.874], [2.891, 2.677, 4.610], [4.012, 1.310, 4.325], [4.415, 2.949, 3.754], [3.025, 1.017, 0.372], [0.622, -0.237, 4.771], [2.217, 0.397, 5.202], [1.023, 1.453, 4.381], [0.593, -1.175, 1.906], [2.271, -1.913, 2.222], [1.008, -1.897, 3.478]],
  "mulliken_spin": [0.01, -0.01, 0.02, -0.06, 0.06, -0.01, -0.01, -0.08, 0.02, 0.00, 0.01, 0.00, 0.01, 0.00, 0.01, 0.00, 0.00, 0.00, 0.00, 0.00, 0.00, 0.94, 0.01, 0.00, 0.00, 0.00, 0.00, 0.00, -0.01, -0.05, 0.03, -0.01, 0.00, 0.00, 0.00, 0.00, 0.00, 0.00, -0.01, 0.00, 0.02, 0.02, 0.01, 0.00, 0.00, 0.00, 0.01, 0.04, 0.00, 0.00, 0.00, -0.05, 0.01, 0.00, 0.01, -0.16, 0.00, 0.00, 0.00, 0.00, 0.00, 0.00, -0.04, 0.00, 0.00, 0.00, 0.09, 0.17, -0.01]
}



# 4
{
  "formula": "C9H14S2Se",
  "method": "wB97M-V/def2-TZVPD",
  "lumo_ev": -0.06,
  "elements": ["C", "C", "C", "C", "C", "C", "C", "C", "C", "S", "S", "Se", "H", "H", "H", "H", "H", "H", "H", "H", "H", "H", "H", "H", "H", "H"],
  "xyz": [[-2.572, -1.502, 1.248], [-3.775, -0.935, 1.442], [-1.350, -1.068, 0.667], [-2.831, 1.050, -0.068], [2.864, 0.938, 0.624], [-0.891, 2.284, -1.435], [2.950, -0.646, 0.330], [1.492, -1.215, 0.176], [0.808, -0.950, -1.114], [-4.278, 0.539, 0.500], [-2.710, 2.286, -1.217], [-1.058, -1.594, -1.049], [-2.593, -2.466, 1.816], [-4.675, -1.125, 1.976], [2.258, 1.422, -0.212], [3.905, 1.186, 0.915], [2.304, 1.035, 1.581], [-0.809, 3.360, -1.716], [-0.577, 1.697, -2.231], [-0.414, 1.788, -0.542], [3.503, -0.592, -0.650], [3.605, -1.106, 1.063], [0.905, -0.727, 0.983], [1.675, -2.340, 0.357], [1.029, 0.144, -1.423], [1.234, -1.462, -2.021]],
  "lowdin_charge": [-0.38, -0.40, -0.36, -0.90, -0.11, -0.38, -0.24, -0.35, -0.51, 0.85, 0.79, 1.02, 0.13, 0.03, 0.07, 0.07, 0.06, 0.04, -0.01, 0.05, 0.10, 0.09, 0.07, 0.13, 0.08, 0.07]
}